# 1
DFT (the ωB97M-V functional and the def2-TZVPD basis) results for a molecular structure, C30H26N3PPtSe3Te.

Last column: Mulliken charge in e.
Positions of all 65 atoms, in Å:
Pt1 -0.2714 -0.1220 -0.2461  -0.14
Se1 2.3988 -0.4119 -0.5927  -0.40
Se2 2.8224 -2.2785 -1.8015  -0.55
Te1 -1.3783 -1.6529 -3.9002  -0.45
Se3 -1.8846 -1.2809 -1.5408  -0.41
C1 0.2364 -2.8877 1.1342  -1.18
N1 -0.2238 -1.5045 1.2507  0.52
C2 -0.4115 -1.0255 2.4369  0.49
C3 -0.6214 0.3625 2.6298  -0.25
C4 -0.9763 1.1096 3.7655  -1.06
C5 -1.0029 2.4404 3.3427  -0.62
C6 -0.6566 2.4312 1.9750  -0.27
N2 -0.4222 1.1892 1.5510  -0.08
C7 -0.7384 -3.8332 0.4716  0.60
C8 -0.4327 -4.4289 -0.7435  -0.12
C9 -1.3390 -5.2908 -1.3498  -0.56
C10 -2.5565 -5.5667 -0.7435  -0.34
C11 -2.8640 -4.9786 0.4780  -0.54
C12 -1.9574 -4.1196 1.0804  -0.28
H1 0.4462 -3.2651 2.1403  0.50
H2 1.1718 -2.8717 0.5725  0.12
H3 -0.3553 -1.6885 3.2979  0.27
H4 -1.1913 0.7137 4.7492  0.41
H5 -1.2420 3.3127 3.9362  0.39
H6 -0.5414 3.2724 1.3067  0.15
H7 0.4957 -4.1678 -1.2434  0.23
H8 -1.1012 -5.7113 -2.3196  0.37
H9 -3.2749 -6.2185 -1.2280  0.34
H10 -3.8216 -5.1712 0.9495  0.35
H11 -2.2083 -3.6374 2.0198  0.31
N3 -0.1846 1.3854 -1.5393  0.45
P1 -0.0931 2.5230 -2.4964  0.69
C13 -1.6745 3.1915 -3.1795  0.49
C14 -2.7507 2.3065 -3.2073  -0.31
C15 -3.9933 2.7208 -3.6694  -0.69
C16 -4.1784 4.0315 -4.0946  -0.38
C17 -3.1148 4.9241 -4.0619  -0.86
C18 -1.8695 4.5049 -3.6068  -0.04
C19 0.6845 4.0551 -1.8219  0.22
C20 2.0441 4.3051 -1.9899  -0.45
C21 2.6597 5.3556 -1.3187  -0.66
C22 1.9223 6.1659 -0.4666  -0.37
C23 0.5661 5.9191 -0.2832  -0.64
C24 -0.0436 4.8684 -0.9528  -0.47
C25 0.9051 2.2124 -4.0038  0.27
C26 1.5811 0.9969 -4.0450  -0.23
C27 2.3479 0.6613 -5.1555  -0.72
C28 2.4317 1.5368 -6.2301  -0.33
C29 1.7504 2.7504 -6.1989  -0.70
C30 0.9876 3.0859 -5.0882  -0.04
H12 -2.5997 1.2935 -2.8497  0.13
H13 -4.8196 2.0194 -3.6890  0.42
H14 -5.1500 4.3597 -4.4468  0.35
H15 -3.2571 5.9501 -4.3840  0.36
H16 -1.0447 5.2089 -3.5774  0.34
H17 2.6236 3.6613 -2.6418  0.39
H18 3.7208 5.5343 -1.4511  0.39
H19 2.4026 6.9817 0.0613  0.35
H20 -0.0097 6.5380 0.3955  0.36
H21 -1.0979 4.6626 -0.8000  0.54
H22 1.4969 0.3225 -3.1996  -0.02
H23 2.8632 -0.2921 -5.1737  0.42
H24 3.0230 1.2738 -7.1011  0.34
H25 1.8105 3.4296 -7.0430  0.38
H26 0.4533 4.0307 -5.0629  0.21

Calculated values
LUMO level (alpha / beta)	4.368 / 4.274	eV
energy above the lowest of the compared OMol25 structures with the same formula, charge and spin	9.9	kcal per mole
HOMO-LUMO gap (alpha / beta)	4.80 / 4.65	eV
charge	-2
2S+1	3

---

# 2
DFT (the ωB97M-V functional and the def2-TZVPD basis) results for a molecular structure, C30H27BMgN8PSbSe4.

Last column: Mulliken charge in e.
Positions of all 73 atoms, in Å:
Mg1 0.2390 -1.3612 -1.0572  0.96
C1 -2.8943 -0.1513 1.6821  -1.15
C2 -2.4482 -0.4991 0.4076  -0.31
N1 -1.1396 -0.7079 0.4141  -1.19
N2 -0.7087 -0.4964 1.6835  1.37
C3 -1.7553 -0.1557 2.4592  -0.15
B1 0.7968 -0.7533 1.9670  0.40
N3 1.1035 -2.2517 1.6215  0.86
C4 1.5955 -3.2046 2.4327  -0.11
C5 1.7239 -4.3732 1.7119  -1.11
C6 1.2759 -4.0395 0.4304  -0.17
N4 0.9011 -2.7691 0.3882  -0.98
N5 1.6527 0.1682 1.0506  1.29
C7 2.2742 1.3312 1.3357  -0.03
C8 2.7502 1.8770 0.1639  -1.16
C9 2.3476 0.9809 -0.8325  -0.14
N6 1.6913 -0.0362 -0.2895  -1.31
N7 1.2300 -0.4956 3.4057  0.96
C10 2.5195 -0.4816 3.8298  -0.43
C11 2.5160 -0.3421 5.1946  -1.00
C12 1.1498 -0.2823 5.5261  -0.59
N8 0.3849 -0.3801 4.4542  -1.04
H1 -3.8964 0.0874 1.9912  0.48
H2 -2.9998 -0.6061 -0.5138  0.49
H3 -1.6058 0.0388 3.5071  0.50
H4 1.8120 -2.9946 3.4666  0.43
H5 2.0846 -5.3242 2.0616  0.44
H6 1.2051 -4.6459 -0.4586  0.48
H7 2.3448 1.6928 2.3474  0.57
H8 3.2920 2.7981 0.0417  0.47
H9 2.4875 1.0210 -1.9077  0.18
H10 3.3347 -0.5797 3.1316  0.58
H11 3.3682 -0.2909 5.8501  0.47
H12 0.6934 -0.1711 6.4974  0.45
Se1 3.2420 -2.5624 -5.2965  -0.47
Sb1 1.2356 -1.1291 -5.3092  0.82
Se2 -0.2134 -1.8005 -3.3490  -0.52
Se3 2.8891 0.5888 -4.6914  -0.56
Se4 -0.2455 -0.9328 -7.1647  -0.62
C13 -5.1679 5.7149 -0.5135  -0.45
C14 -5.0693 4.9915 0.6693  -0.60
C15 -3.9649 4.1880 0.8998  -0.36
C16 -2.9309 4.1071 -0.0354  0.04
C17 -3.0410 4.8323 -1.2181  -0.12
C18 -4.1553 5.6294 -1.4557  -0.75
P1 -1.5256 2.9925 0.3610  0.78
C19 -0.7111 3.9707 1.6850  -0.25
C20 -0.7053 5.3642 1.7492  -0.22
C21 -0.0663 6.0190 2.7915  -0.66
C22 0.5720 5.2899 3.7883  -0.57
C23 0.5610 3.9039 3.7441  -0.55
C24 -0.0829 3.2521 2.7005  -0.40
C25 -0.4517 3.2644 -1.0847  0.68
C26 0.5026 4.2710 -1.1933  -0.22
C27 1.2648 4.3898 -2.3466  -0.62
C28 1.0791 3.5093 -3.4007  -0.68
C29 0.1336 2.4954 -3.3002  -0.98
C30 -0.6193 2.3701 -2.1449  -0.46
H13 -6.0346 6.3367 -0.7003  0.36
H14 -5.8599 5.0468 1.4077  0.38
H15 -3.8975 3.6149 1.8190  0.33
H16 -2.2556 4.7729 -1.9605  0.38
H17 -4.2281 6.1837 -2.3834  0.41
H18 -1.2127 5.9381 0.9819  0.46
H19 -0.0684 7.1015 2.8289  0.39
H20 1.0677 5.8038 4.6026  0.38
H21 1.0408 3.3264 4.5255  0.50
H22 -0.1110 2.1676 2.6749  0.52
H23 0.6606 4.9594 -0.3720  0.38
H24 2.0099 5.1734 -2.4195  0.38
H25 1.6780 3.5847 -4.2981  0.45
H26 0.0142 1.7862 -4.1088  0.53
H27 -1.3407 1.5632 -2.0653  0.36

Calculated values
LUMO level (alpha / beta)	2.162 / 1.620	eV
energy above the lowest of the compared OMol25 structures with the same formula, charge and spin	24.4	kcal per mole
HOMO-LUMO gap (alpha / beta)	6.73 / 6.22	eV
charge	-1
2S+1	2

---

# 3
DFT (the ωB97M-V functional and the def2-TZVPD basis) results for a molecular structure, C30H27CaCl3N7O7S2 in a non-equilibrium geometry.

Last column: Mulliken charge in e.
Positions of all 77 atoms, in Å:
Ca1 -0.6216 -0.9685 -0.4894  2.77
Cl1 2.1714 -5.2054 5.3635  -0.28
C1 1.5978 -4.3866 3.9420  0.24
C2 0.4160 -3.6355 4.0178  -1.01
C3 -0.0333 -2.9727 2.9148  -0.22
C4 0.6373 -3.0335 1.6467  -0.57
O1 0.2060 -2.4149 0.6457  0.26
C5 1.8287 -3.8485 1.6052  1.13
C6 2.5815 -3.9847 0.3948  -0.60
O2 2.2209 -3.7040 -0.7407  -0.55
C7 2.2894 -4.4877 2.7672  -1.07
H1 -0.1237 -3.5770 4.9538  0.42
H2 -0.9384 -2.3826 2.9475  0.52
H3 3.6024 -4.4072 0.5447  0.15
H4 3.1838 -5.0934 2.7073  0.36
Cl2 5.5620 -0.4748 -4.5968  -0.28
C8 4.2528 -0.4299 -3.4577  0.20
C9 4.4773 0.1684 -2.2109  -0.69
C10 3.4556 0.2103 -1.3094  0.51
Cl3 3.6954 0.9422 0.2268  -0.25
C11 2.1401 -0.3264 -1.5516  -0.59
O3 1.2578 -0.2608 -0.6772  -0.23
C12 1.9709 -0.9076 -2.8570  1.24
C13 0.6939 -1.4121 -3.2403  -0.93
O4 -0.3416 -1.3813 -2.5974  -0.50
C14 3.0323 -0.9574 -3.7753  -1.05
H5 5.4387 0.5918 -1.9673  0.47
H6 0.6765 -1.8595 -4.2590  0.08
H7 2.8652 -1.4162 -4.7399  0.36
N1 -2.7299 1.9990 -1.4972  -0.27
C15 -3.2983 0.8813 -1.0257  0.59
N2 -2.8014 -0.2995 -1.1128  -0.10
C16 -3.6606 -1.2633 -0.6824  0.14
C17 -4.8663 -0.8122 -0.2419  -0.49
S1 -4.9313 0.9142 -0.3501  -0.33
C18 -3.2139 -2.6357 -0.7527  -0.80
C19 -3.9849 -3.7542 -0.6744  -0.46
S2 -3.0079 -5.1746 -0.8435  -0.31
C20 -1.5919 -4.1113 -1.0350  0.29
N3 -1.8934 -2.8647 -0.9664  0.49
N4 -0.3779 -4.5982 -1.3005  -0.24
H8 -1.7334 1.9070 -1.6914  -0.28
H9 -3.0457 2.8823 -1.1307  0.25
H10 -5.7035 -1.3601 0.1440  0.48
H11 -5.0420 -3.8306 -0.5337  0.45
H12 -0.2029 -5.5784 -1.1528  0.27
H13 0.4072 -3.9626 -1.1122  -0.11
C21 0.7844 3.8048 -3.6265  -0.76
C22 0.0738 2.5579 -3.5988  0.65
N5 -0.5140 1.5784 -3.6083  -0.46
H14 0.4414 4.4095 -4.4677  0.37
H15 1.8551 3.6231 -3.7099  0.27
H16 0.5843 4.3283 -2.6938  0.04
C23 1.3141 2.1407 2.9678  -1.16
C24 0.8163 3.3890 2.2502  -1.06
C25 -0.5957 3.2211 1.6475  2.60
C26 -1.1488 4.5753 1.1341  -1.13
C27 -0.2113 5.3877 0.2479  -1.18
C28 -1.5240 2.7766 2.7672  -0.44
O5 -1.8758 3.5141 3.6664  -0.72
N6 -1.9486 1.4887 2.7058  0.20
C29 -1.6129 0.5430 1.7110  -0.34
O6 -2.0490 -0.5902 1.8398  -0.67
N7 -0.9320 0.9548 0.6620  1.87
C30 -0.5122 2.2106 0.4930  -1.84
O7 -0.0898 2.5816 -0.5981  -0.26
H17 2.3623 2.2600 3.2318  0.47
H18 1.2253 1.2614 2.3333  0.09
H19 0.7529 1.9630 3.8822  0.30
H20 1.5044 3.6257 1.4383  0.37
H21 0.7938 4.2264 2.9536  0.44
H22 -1.4287 5.1635 2.0137  0.47
H23 -2.0659 4.3658 0.5707  0.33
H24 0.6451 5.7496 0.8084  0.33
H25 -0.7485 6.2458 -0.1517  0.47
H26 0.1371 4.7686 -0.5722  -0.03
H27 -2.5468 1.1509 3.4520  0.33

Calculated values
LUMO level	2.268	eV
energy above the lowest of the compared OMol25 structures with the same formula, charge and spin	62.5	kcal per mole
HOMO-LUMO gap	7.20	eV
charge	-1
2S+1	1

---

The highest energy above the lowest of the compared OMol25 structures with the same formula, charge and spin belongs to which entry?
C30H27CaCl3N7O7S2

---

What is the 2S+1 in the first record?
3

---

Among the records above, which one has the lowest energy above the lowest of the compared OMol25 structures with the same formula, charge and spin?
C30H26N3PPtSe3Te